1.
9
Properties=species:S:1:pos:R:3:mulliken_charge:R:1 method="wB97M-V/def2-TZVPD" e_above_lowest_ev=1.863 e_tot_ev=-6238.391 homo_energy_ev=-11.06 e_lumo_ev=0.636 molar_mass_g_mol=54.0 smiles=O.O.O gap_ha=0.4299
O 1.803 2.649 2.556 -0.64
O 1.373 3.529 4.803 -0.61
O 1.757 5.632 2.384 -0.65
H 1.478 3.092 1.642 0.33
H 1.512 4.067 3.889 0.32
H 1.552 4.197 5.435 0.31
H 1.746 1.763 2.151 0.27
H 1.229 6.389 2.642 0.33
H 2.057 4.941 2.951 0.34



2.
41
Properties=species:S:1:pos:R:3:mulliken_charge:R:1 method="wB97M-V/def2-TZVPD" e_above_lowest_ev=3.710 e_tot_ev=-27511.773 homo_energy_ev=-8.40 e_lumo_ev=-0.198 molar_mass_g_mol=301.3 smiles="Cc1ncoc1-c1ccc(NC(=O)C(=O)NC(C)(C)C)cc1" gap_ha=0.3014
O 0.602 2.689 6.309 -0.41
O 0.817 -0.965 -2.252 -0.69
O -0.627 -1.738 0.901 -0.70
N -0.648 4.459 6.665 -0.67
N -0.770 -2.540 -1.760 -0.05
N 0.866 -0.116 0.539 -0.15
C 0.074 0.200 2.881 -0.62
C -1.766 -2.078 -4.018 -1.62
C -0.484 4.263 5.346 0.60
C -1.123 5.117 4.328 -1.29
C 0.161 -1.591 -1.355 0.18
C -2.349 -4.043 -2.555 -1.81
C 0.440 2.381 3.929 0.32
C 0.222 3.132 5.105 0.42
C 0.110 -1.156 0.074 0.82
C -1.252 -3.022 -3.003 1.41
C 1.066 2.904 2.787 -0.68
C 0.021 3.506 7.237 -0.16
C 1.078 2.009 1.639 -0.45
C -0.129 -3.784 -3.724 -1.56
C 0.627 0.660 1.668 0.60
C -0.094 1.138 3.911 -0.69
H -1.054 4.746 3.250 0.31
H -0.512 -4.146 -4.716 0.41
H -1.894 -4.947 -2.058 0.42
H -2.737 -1.508 -3.825 0.31
H 0.097 -4.783 -3.341 0.35
H -2.121 5.267 4.575 0.39
H -0.265 -0.848 2.890 0.43
H -1.815 -2.477 -5.024 0.38
H 1.482 0.307 -0.153 0.23
H -1.044 -3.119 -0.886 0.31
H 1.595 2.434 0.805 0.29
H -0.729 6.103 4.343 0.32
H -3.062 -3.508 -1.889 0.40
H -2.901 -4.366 -3.421 0.46
H -0.578 0.778 4.763 0.46
H -1.013 -1.385 -4.081 0.51
H 0.745 -3.089 -3.889 0.35
H -0.098 3.447 8.291 0.46
H 1.479 3.948 2.649 0.42



3.
24
Properties=species:S:1:pos:R:3:mulliken_charge:R:1 method="wB97M-V/def2-TZVPD" e_above_lowest_ev=6.211 e_tot_ev=-12045.200 homo_energy_ev="-7.30 / -7.30" e_lumo_ev="0.551 / 0.550" molar_mass_g_mol=133.2 gap_ha="0.2885 / 0.2884"
O 1.133 -1.577 -2.348 -0.43
O -1.763 0.886 0.924 -0.72
N -0.590 0.537 0.577 0.29
C -0.229 1.001 -1.142 -0.53
C 0.379 -1.947 -0.072 -0.68
C -1.420 0.546 -1.945 -1.04
C 0.476 1.136 1.449 -0.38
C 1.281 -1.486 -1.012 -0.18
C 0.310 0.637 2.877 -1.14
H 1.021 1.132 3.537 0.40
H -0.270 -0.703 0.414 0.12
H 0.736 0.870 -1.625 0.38
H -2.321 0.645 -1.337 0.31
H 0.303 -2.023 -2.563 0.35
H -1.336 -0.495 -2.261 0.17
H -0.703 0.855 3.213 0.30
H 1.445 0.851 1.036 0.24
H 0.794 -2.304 0.862 0.30
H 2.208 -1.002 -0.743 0.42
H 0.356 2.220 1.403 0.41
H -0.290 2.064 -0.917 0.47
H -0.442 -2.563 -0.425 0.33
H -1.552 1.162 -2.837 0.36
H 0.473 -0.440 2.936 0.24



4.
45
Properties=species:S:1:pos:R:3:mulliken_charge:R:1 method="wB97M-V/def2-TZVPD" e_tot_ev=-32659.448 homo_energy_ev=-9.86 charge=+1 e_lumo_ev=-4.899 molar_mass_g_mol=298.4 gap_ha=0.1823
P -2.407 0.566 0.512 0.94
O -2.040 -0.873 0.911 -0.85
N -0.800 0.918 -0.024 0.22
N -3.469 0.072 -0.721 0.22
N 3.212 -2.100 1.431 0.15
N -2.827 2.231 0.174 -0.12
N 6.370 -3.263 -0.370 -0.60
C 0.709 -2.884 1.707 0.04
C 4.119 -2.944 0.759 0.00
C 1.910 -2.642 1.780 -0.48
C 5.465 -2.368 0.350 0.26
C 5.795 -0.906 0.666 -0.28
C -3.297 -0.056 -2.152 -1.03
C -0.385 1.188 -1.385 -1.31
C 0.266 0.164 0.629 -1.18
C -4.751 -0.486 -0.296 -1.16
C -3.670 2.781 -0.869 -0.82
C 4.772 -0.096 1.422 -0.66
C 3.474 -0.757 1.778 -0.03
C -1.996 3.267 0.791 -0.97
H 7.090 -2.631 -0.768 0.31
H 5.828 -3.548 -1.209 0.32
H -2.577 4.155 1.048 0.37
H 4.991 0.982 1.660 0.38
H 2.648 -0.216 2.337 0.52
H -5.302 -0.971 -1.108 0.41
H -0.417 -2.992 1.620 0.37
H 3.855 -4.011 0.527 0.40
H -2.381 0.380 -2.534 0.29
H -4.624 2.259 -0.955 0.24
H 1.236 0.666 0.522 0.47
H -5.398 0.308 0.102 0.34
H 0.613 1.641 -1.401 0.41
H -1.185 3.575 0.125 0.31
H -1.028 1.919 -1.878 0.24
H -3.324 -1.100 -2.477 0.32
H -3.946 3.817 -0.654 0.36
H -3.167 2.779 -1.840 0.25
H -4.616 -1.235 0.488 0.28
H 6.796 -0.490 0.321 0.29
H 0.357 -0.843 0.209 0.23
H 0.087 0.082 1.705 0.45
H -4.099 0.484 -2.675 0.40
H -1.556 2.906 1.724 0.30
H -0.332 0.272 -1.984 0.37